(1)
ORCA calculation (the ωB97M-V functional and the def2-TZVPD basis) on a molecular structure, C26H48Cl3N5NiO3PSi in a non-equilibrium geometry.

Structure (XYZ):
```
88
Properties=species:S:1:pos:R:3:forces:R:3:mulliken_spin:R:1
C -1.718278 -2.257986 -4.487271 0.0 0.1 -0.4 0.00
C -1.253021 -3.106694 -3.346201 0.6 -0.8 0.7 0.00
H -2.106852 -2.863804 -5.313830 0.0 0.1 0.1 0.00
H -0.896959 -1.628661 -4.869238 -0.2 -0.2 0.2 0.00
H -2.515762 -1.578739 -4.152401 0.2 -0.2 0.0 0.00
C -0.891597 -4.394050 -3.475917 -0.4 0.7 0.1 0.00
C -0.959224 -5.144879 -4.763771 0.1 -0.3 -0.4 0.00
H -0.552502 -4.958224 -2.608339 -0.1 0.2 -0.1 0.00
H -0.529287 -4.563320 -5.591378 -0.1 -0.2 0.1 0.00
H -1.990324 -5.410996 -5.040638 0.2 0.1 0.0 0.00
H -0.401390 -6.082974 -4.678825 0.0 0.1 -0.1 0.00
Ni -0.922520 3.106580 0.024957 0.2 0.3 1.0 1.65
Cl -2.781141 3.473494 1.047553 -1.0 -0.1 0.1 0.08
Cl 0.999347 4.043600 0.260531 0.8 0.4 0.0 0.08
H 0.759189 7.348636 3.724013 0.2 -0.1 -0.1 0.00
H -1.594983 7.522988 2.234871 0.0 -0.2 0.0 0.00
C 0.871451 6.699952 2.842691 0.0 0.2 0.1 0.00
C -1.395953 6.503602 1.879321 0.0 -0.1 0.1 0.00
N -0.331098 5.914487 2.665897 0.1 0.1 0.1 0.00
H 1.732305 6.041694 2.987380 -0.2 0.1 -0.1 0.00
C -0.420048 4.708101 3.256567 0.4 -0.5 0.4 0.01
O 0.473295 4.194548 3.939225 -0.8 0.8 -0.6 0.00
H -2.299580 5.894560 1.957013 0.2 0.2 0.0 0.00
H -1.378884 4.192165 3.058676 0.3 0.2 0.1 0.00
H 1.018939 7.341229 1.967671 0.0 -0.2 0.1 0.00
H -1.110454 6.555207 0.819500 0.0 0.0 0.1 0.00
H 2.109528 -0.533845 -2.998538 -0.1 -0.1 0.2 0.00
H 1.841954 -3.244297 -2.998676 0.1 0.1 0.0 0.00
C 2.843738 -0.627610 -2.192806 -0.2 0.0 -0.1 0.00
C 2.815716 -3.073571 -2.521879 -0.3 0.1 0.1 0.00
N 2.743560 -1.946000 -1.606763 0.7 -0.1 0.3 0.00
H 2.650749 0.109995 -1.414812 0.0 -0.1 -0.1 0.00
C 2.773495 -2.095128 -0.261912 0.2 0.9 0.1 0.00
O 2.817772 -1.161733 0.550576 0.0 -1.2 -0.8 0.00
H 3.101503 -3.977983 -1.974569 0.0 0.1 -0.1 0.00
H 2.765035 -3.162476 0.046874 0.0 0.4 0.0 0.00
H 3.849381 -0.468148 -2.609763 0.0 0.0 0.1 0.00
H 3.547355 -2.877860 -3.315107 0.0 0.0 0.2 0.00
O -0.216466 -1.320712 -2.205225 1.8 0.1 -0.1 0.01
C -1.096370 -2.313424 -2.048025 -1.0 0.6 0.4 0.00
C 0.142516 -3.920675 -0.450537 0.1 -0.2 0.5 0.00
C -1.015094 -3.217833 -0.764854 -0.1 0.2 -1.3 0.00
H 1.032846 -3.774392 -1.072037 -0.6 -0.1 0.4 0.00
C 0.156677 -4.816443 0.628971 0.0 0.3 -0.2 0.00
H -2.061299 -1.781233 -1.942952 -1.0 -0.5 0.3 0.00
C -2.173416 -3.447589 -0.023534 0.2 -0.2 0.2 0.00
H 1.085439 -5.340397 0.858046 -0.2 0.0 0.1 0.00
C -0.998465 -5.034299 1.387146 0.0 -0.1 -0.3 0.00
C -2.171158 -4.358784 1.036772 0.1 0.2 0.0 0.00
H -3.077647 -2.907116 -0.310741 0.2 -0.2 0.2 0.00
H -0.996450 -5.762240 2.203730 0.0 0.3 -0.2 0.00
H -3.088216 -4.535122 1.594379 0.1 0.0 0.0 0.00
Si -0.425832 2.226086 -2.742085 -0.3 -1.1 1.4 -0.01
Cl -0.899319 1.129727 -0.833068 0.4 -0.3 -2.6 0.08
C 1.386952 2.563486 -2.901818 0.2 0.2 -0.1 0.00
C -1.330510 3.828920 -2.337268 -0.4 0.2 -0.2 0.06
C -1.221635 1.299757 -4.137146 -0.2 0.1 -0.3 0.00
H 2.051561 1.739011 -2.626949 -0.3 0.1 -0.1 0.00
H 1.655361 3.438084 -2.291885 -0.1 -0.3 -0.2 0.00
H 1.559869 2.801548 -3.961904 0.1 0.0 0.1 0.00
H -0.522615 0.616993 -4.639520 -0.2 0.2 0.3 0.00
H -1.601208 2.013480 -4.885133 0.1 -0.1 0.1 0.00
H -2.068430 0.702095 -3.772188 0.3 0.2 0.0 0.00
H -1.301068 4.268622 -1.297203 -0.1 0.2 -1.3 0.00
H -2.386694 3.701646 -2.596665 0.0 0.0 0.2 -0.01
H -0.934578 4.602639 -3.009444 0.0 0.1 0.3 0.00
C 1.778849 -0.764114 4.032549 -0.8 0.6 -0.2 0.00
N 1.613832 0.695926 3.846351 0.6 -0.2 1.0 0.00
C 0.578295 1.196798 4.775023 0.1 -0.4 -0.5 0.00
N -0.715985 0.505209 4.617186 -0.3 -0.1 0.8 0.00
C -0.523454 -0.950783 4.790199 0.7 0.7 -0.7 0.00
N 0.504962 -1.501009 3.877352 0.2 -0.6 1.1 0.00
C 0.060147 -1.533959 2.501043 -0.1 0.9 -0.3 0.01
P -0.270658 0.226696 1.920216 -0.2 0.0 -0.6 0.02
C 1.340308 1.031663 2.460325 -0.7 -0.6 -0.2 0.00
C -1.350141 0.795791 3.331916 0.7 -0.4 -0.2 0.00
H 2.148499 -0.935449 5.056068 0.0 0.0 -0.3 0.00
H 2.489521 -1.131198 3.281463 -0.1 0.0 0.2 0.00
H 0.449695 2.280880 4.602316 0.0 -0.7 0.2 0.00
H 0.931568 0.988795 5.801311 -0.1 0.2 -0.3 0.00
H -1.482691 -1.447227 4.587384 0.3 0.0 0.2 0.00
H -0.194821 -1.118819 5.827970 -0.1 -0.1 -0.3 0.00
H 0.829737 -1.980226 1.856746 -0.2 0.2 0.2 0.00
H -0.859169 -2.127172 2.391779 0.2 0.1 0.1 0.00
H 1.260953 2.115293 2.294460 0.1 -0.2 0.3 0.00
H 2.126602 0.631194 1.807875 -0.1 0.2 0.2 0.00
H -2.306183 0.263100 3.243472 0.1 0.1 0.1 0.00
H -1.559039 1.864877 3.197410 0.1 -0.2 0.2 0.00
```
Forces are in eV/Å.

* maximum force: 0.0524 Eh/bohr
* lowest unoccupied orbital energy (alpha / beta): 2.43 / 1.45 eV
* total energy: -137113.5689 eV
* spin multiplicity: 3
* energy relative to the best compared isomer or geometry (same formula, charge and spin): 16.0 kcal/mol
* highest occupied orbital energy (alpha / beta): -3.96 / -3.93 eV
* total charge: -1
* expectation value of S²: 2.007

=====

(2)
ORCA calculation (the ωB97M-V functional and the def2-TZVPD basis) on C26H48ClF3NO5PS in the gas phase in a non-equilibrium geometry.

Structure (XYZ):
```
86
Properties=species:S:1:pos:R:3:forces:R:3:mulliken_charge:R:1
H -7.654957 2.943955 -1.893701 -0.5 -0.7 -0.3 0.29
N -8.468126 2.498745 -2.366108 0.7 -6.0 -0.4 -0.75
C -8.312424 1.107266 -2.443950 -0.5 4.9 0.3 0.46
C -9.517443 0.303735 -3.202476 -0.1 0.2 -0.7 -0.83
C -6.945243 0.501264 -1.795294 0.2 0.2 1.0 -0.45
C -7.170231 -0.864446 -0.856501 2.3 0.8 0.5 0.51
P -8.811113 -0.481191 0.123554 -3.3 -0.4 -1.4 0.14
O -9.108972 -1.668714 1.356009 1.4 0.6 -0.7 -0.61
O -8.858002 1.151176 0.705014 0.2 -2.2 0.9 -0.44
C -7.519118 -2.192201 -1.741786 -1.3 1.5 -0.3 -0.47
Cl -7.077696 -2.072745 -3.558959 -0.4 0.1 2.1 -0.04
S -6.804827 -3.807444 -1.138573 -1.1 -8.9 -3.6 1.25
O -7.919531 -4.660039 -0.427530 3.7 4.5 -1.0 -0.63
O -6.405563 -4.650154 -2.411515 -0.6 4.1 5.0 -0.68
O -5.404448 -3.619191 -0.190102 -3.2 1.6 -0.8 -0.35
C -5.808877 -2.599439 0.819354 -0.1 0.2 0.9 -0.82
C -5.862232 -1.056550 0.174804 0.5 -0.9 0.8 0.59
C -6.028009 -0.088380 1.529930 0.6 -0.4 0.1 -0.92
C -4.696519 -0.002152 2.473987 -0.2 1.0 1.7 -0.63
C -3.828875 1.415769 2.283960 -0.2 -0.8 0.8 -0.69
C -2.205239 1.158493 2.210206 0.2 1.4 0.2 -0.41
C -1.639916 1.969750 0.902495 0.3 0.5 -0.5 -0.56
C -0.223355 2.777141 1.173703 -0.8 -1.1 -0.2 -0.75
C 0.955581 1.622169 1.277392 -0.5 0.7 -0.4 -0.35
C 2.255032 2.023660 0.358597 -0.6 -0.7 1.1 -0.66
C 3.590626 1.404909 1.082835 -0.1 0.7 -0.9 -0.39
C 4.895699 2.073722 0.296209 -0.4 -0.6 0.3 -0.70
C 6.122741 0.996102 0.106796 0.2 -0.1 0.0 -0.38
C 6.938836 1.225637 -1.299042 0.6 0.9 0.3 -0.75
C 8.583503 1.365986 -1.056588 -0.2 -0.7 0.0 -0.57
C 9.314847 -0.079065 -1.385787 -0.2 0.0 0.1 -0.45
C 10.350936 -0.555989 -0.199962 0.1 0.2 -0.5 -0.60
C 11.738479 -1.240816 -0.758714 0.5 -0.4 0.9 -0.49
C 11.981640 -2.771421 -0.164512 0.5 0.0 -0.2 -0.50
C 12.926393 -2.785089 1.176905 -0.2 0.4 -0.3 -0.93
C -4.414210 -0.859726 -0.582604 2.7 -0.2 -1.5 0.58
F -4.380189 -1.451213 -1.973039 -0.3 2.0 4.5 -0.27
F -3.272817 -1.560670 0.117621 -3.6 2.3 -2.1 -0.32
F -3.974987 0.544948 -0.743151 -1.5 -4.4 0.5 -0.24
H -10.499242 0.977867 -3.260026 2.4 -1.3 0.4 0.32
H -9.805897 -0.726024 -2.715840 0.8 2.2 -0.9 0.14
H -9.214356 0.101689 -4.331511 -0.4 0.4 2.4 0.26
H -6.063825 0.378627 -2.569420 -2.1 -0.1 1.4 0.40
H -6.542227 1.300272 -1.007224 -1.1 -1.6 -1.8 0.23
H -9.329780 -2.564578 0.966160 0.3 1.5 0.2 0.39
H -9.799807 1.349218 0.986006 1.5 -0.5 -0.7 0.36
H -8.706108 -2.343147 -1.741790 2.7 0.0 0.2 0.54
H -6.847406 -2.955569 1.232823 1.8 1.1 -0.7 0.34
H -5.041127 -2.699926 1.698574 -1.4 0.4 -2.0 0.34
H -6.304052 1.005709 1.212924 0.2 -2.2 0.7 0.25
H -6.859970 -0.602597 2.217252 1.5 1.3 -1.9 0.40
H -5.105202 0.078940 3.595045 0.8 -0.4 -2.5 0.32
H -4.008812 -0.948389 2.474649 -1.3 1.9 -0.4 0.29
H -4.005749 2.108881 3.237446 0.1 -1.5 -2.1 0.39
H -4.280815 1.972635 1.359112 1.2 -1.0 1.6 0.30
H -1.712949 1.667272 3.171088 -1.1 -1.1 -2.0 0.33
H -1.889202 0.025500 2.262602 -0.8 2.3 -0.4 0.25
H -1.507815 1.202072 0.002783 -0.3 1.8 1.8 0.16
H -2.422535 2.797343 0.570957 1.4 -1.9 0.7 0.32
H -0.363896 3.369452 2.177162 0.5 -1.1 -1.9 0.28
H -0.024375 3.562942 0.302399 -0.4 -1.8 1.8 0.35
H 0.514398 0.612620 0.865204 0.9 1.9 1.0 0.23
H 1.201187 1.495256 2.417620 -0.1 0.1 -2.3 0.26
H 2.286568 3.206719 0.296248 0.2 -2.5 0.0 0.31
H 2.100534 1.550482 -0.725675 0.5 1.2 2.3 0.19
H 3.547518 1.694520 2.218408 0.2 -0.6 -2.2 0.27
H 3.582311 0.218129 0.996355 0.1 2.6 0.1 0.22
H 4.472447 2.497933 -0.735654 1.2 -1.1 2.1 0.37
H 5.291826 2.990397 0.907891 -0.8 -1.7 -1.2 0.21
H 5.747191 -0.123602 0.125156 0.5 2.4 0.0 0.26
H 6.854768 1.109061 1.040388 -1.5 -0.2 -2.1 0.28
H 6.721495 0.340442 -2.045283 0.4 1.9 1.4 0.32
H 6.579439 2.246052 -1.773130 0.6 -2.2 0.9 0.35
H 8.812504 1.647882 0.068387 -0.6 -0.5 -2.3 0.32
H 9.036353 2.219162 -1.723574 -0.9 -1.7 1.2 0.31
H 9.886788 -0.000969 -2.403927 -1.1 -0.2 1.9 0.28
H 8.460757 -0.902389 -1.506609 1.9 1.7 0.2 0.23
H 10.628749 0.400626 0.447506 -0.7 -2.2 -1.2 0.28
H 9.795598 -1.355386 0.451402 1.1 1.7 -1.0 0.23
H 11.817979 -1.301141 -1.926585 -0.4 0.3 2.2 0.34
H 12.645680 -0.579988 -0.361925 -1.8 -1.4 -1.0 0.22
H 10.971621 -3.349324 0.048708 2.0 1.4 -0.5 0.32
H 12.558032 -3.373619 -0.997935 -1.2 1.1 1.7 0.25
H 12.520958 -2.083584 2.031570 0.6 -1.4 -1.7 0.24
H 13.990018 -2.354872 0.872081 -2.1 -1.2 0.8 0.27
H 12.969066 -3.880400 1.592688 0.2 2.2 -0.8 0.29
```
Forces are in eV/Å.

* maximum force: 0.1872 Eh/bohr
* SMILES: [H]/N=C(/C)C[C@@]1(P(O)O)[C@@H](Cl)S(=O)(=O)OC[C@@]1(CCCCCCCCCCCCCCCCCC)C(F)(F)F
* lowest unoccupied orbital energy: -0.56 eV
* total energy: -80251.9754 eV
* spin multiplicity: 1
* highest occupied orbital energy: -8.96 eV
* total charge: 0